A 2-piece molecular cluster, C2H7N2P overall in a non-equilibrium geometry. Source: the OMol25 dataset; level of theory: ωB97M-V/def2-TZVPD.

XYZ file:
```
12
Properties=species:S:1:pos:R:3:lowdin_spin:R:1
P 0.34902 -0.10384 1.87337 0.201
N 2.97232 -0.06588 0.78477 1.663
N -0.32543 0.02781 0.41057 0.058
C 0.14200 -0.54121 -0.90893 0.014
C -1.54382 0.85283 0.18029 0.010
H -0.38259 -1.48926 -1.13710 0.005
H 0.00613 0.26720 -1.70351 -0.002
H -2.41072 1.06198 0.81456 0.002
H -2.16389 0.15211 -0.42376 -0.004
H -1.25375 1.65611 -0.45952 0.005
H 3.45687 -0.92965 1.23806 0.038
H 1.15386 -0.88819 -0.66880 0.010
```

Energy ... -531.03708 hartree
Gap between HOMO and LUMO (alpha / beta) ... 0.260 / 0.253 hartree
E_LUMO (alpha / beta) ... -0.01 / -0.34 eV
2S+1 ... 3
Expectation value of S² ... 2.234
Maximum force ... 3.28 eV/A